Record 1
# C42H92F2N12O10S2

8 unconnected molecules or ions with the total composition C42H92F2N12O10S2 in a non-equilibrium geometry (ωB97M-V/def2-TZVPD, the Open Molecules 2025 dataset).

Total energy, a.u.: -4058.76304
Kohn-Sham gap, eV: 7.89
HOMO, hartree: -0.7390
F_max, Eh/bohr: 0.090
Net charge: +6

Atoms and positions in Å:
C: -5.4988 -5.2689 -5.6439
C: -5.4206 -4.6529 -4.2494
N: -4.1696 -4.9448 -3.5446
C: -2.8912 -4.7185 -3.9710
C: -2.0567 -5.0982 -2.9917
N: -2.8292 -5.4774 -1.9245
C: -4.0958 -5.4287 -2.3080
C: -2.3560 -5.9053 -0.6060
H: -4.6165 -5.1455 -6.2632
H: -6.4119 -4.9174 -6.1232
H: -5.7180 -6.3348 -5.5325
H: -6.2863 -4.9821 -3.6786
H: -5.5158 -3.5662 -4.3276
H: -2.6202 -4.4017 -4.9642
H: -0.9873 -5.0169 -2.9076
H: -4.9752 -5.5417 -1.6957
H: -1.3363 -6.2551 -0.7496
H: -3.0357 -6.6558 -0.2181
H: -2.2828 -5.0359 0.0490
C: -5.7634 -2.3050 3.9265
C: -4.9687 -1.0213 3.7848
N: -5.3318 -0.2770 2.5610
C: -5.4406 1.0943 2.5059
C: -5.8751 1.3844 1.2615
N: -6.0489 0.2068 0.5884
C: -5.7037 -0.7855 1.4073
C: -6.6368 0.0179 -0.7461
H: -6.8315 -2.2185 3.7166
H: -5.6870 -2.7977 4.8926
H: -5.3866 -3.0221 3.1888
H: -3.9190 -1.2993 3.6725
H: -5.0538 -0.3422 4.6283
H: -5.2651 1.6979 3.3780
H: -6.1043 2.3396 0.8213
H: -5.6556 -1.8290 1.1535
H: -5.8718 -0.2913 -1.4567
H: -7.0011 0.9955 -1.0501
H: -7.4322 -0.7149 -0.6671
C: 2.3696 -3.3242 -1.1500
C: 2.7544 -4.7927 -1.1928
N: 1.8960 -5.6411 -0.3334
C: 1.6381 -6.9778 -0.5701
C: 0.8015 -7.3672 0.4208
N: 0.6660 -6.3299 1.2903
C: 1.3525 -5.2854 0.8208
C: -0.0490 -6.3874 2.5790
H: 3.0700 -2.6963 -1.6935
H: 2.4716 -2.8691 -0.1553
H: 1.3055 -3.2544 -1.3719
H: 3.7935 -4.9953 -0.9209
H: 2.7097 -5.1999 -2.2034
H: 2.0092 -7.3894 -1.4931
H: 0.3392 -8.3308 0.5629
H: 1.5164 -4.3375 1.2975
H: -1.0972 -6.5857 2.3956
H: 0.1687 -5.4987 3.1642
H: 0.4438 -7.1719 3.1549
C: 6.0034 1.3057 -1.0968
C: 7.4868 1.2412 -0.7203
N: 8.3982 0.9791 -1.8303
C: 8.7215 -0.2257 -2.3932
C: 9.7445 -0.0468 -3.2573
N: 10.0947 1.2869 -3.1524
C: 9.2764 1.8742 -2.3075
C: 11.1250 1.9768 -3.9662
H: 5.6271 0.3837 -1.5345
H: 5.7765 2.1570 -1.7403
H: 5.4594 1.5315 -0.1766
H: 7.5738 0.4829 0.0598
H: 7.8135 2.1449 -0.2086
H: 8.1436 -1.1328 -2.3363
H: 10.2505 -0.7124 -3.9337
H: 9.3540 2.8909 -1.9598
H: 10.9101 3.0391 -4.0290
H: 11.2201 1.4233 -4.8899
H: 12.0438 1.9620 -3.3761
C: 3.8864 3.9743 1.7747
O: 3.5843 3.4985 0.4756
C: 2.7166 4.3562 -0.2257
C: 1.2283 4.2517 0.1461
N: 0.4321 5.4204 -0.4217
H: 0.3218 5.2978 -1.4278
H: -0.5098 5.3943 -0.0302
C: 0.9177 6.8573 -0.1913
C: 0.9301 7.1875 1.2747
O: 1.9314 6.5433 1.9856
C: 2.3715 7.2827 3.1439
H: 4.5100 4.8726 1.7755
H: 4.2772 3.1775 2.3997
H: 2.9844 4.3310 2.2908
H: 2.8724 4.0232 -1.2550
H: 3.0392 5.3970 -0.1322
H: 0.9438 4.1627 1.1903
H: 0.7717 3.3959 -0.3581
H: 0.1668 7.4946 -0.6576
H: 1.8788 6.9709 -0.6831
H: -0.0435 6.8970 1.7269
H: 0.8657 8.2750 1.4051
H: 3.1480 6.6948 3.6249
H: 1.5358 7.4020 3.8342
H: 2.7995 8.2328 2.8272
C: -0.5494 1.8992 4.0819
O: 0.5055 0.9777 4.2573
C: -0.0038 -0.2726 4.6411
C: 0.9969 -1.4107 4.7309
N: 1.9433 -1.4692 3.5652
H: 2.4629 -2.3476 3.5716
H: 1.3119 -1.5149 2.7353
C: 2.9455 -0.3733 3.3532
C: 4.1582 -0.5100 4.2895
O: 3.8765 -0.7330 5.6403
C: 3.2997 0.3906 6.2982
H: -1.1859 1.9777 4.9684
H: -1.1929 1.5822 3.2483
H: -0.1451 2.8788 3.8411
H: -0.7026 -0.5981 3.8482
H: -0.6184 -0.1987 5.5439
H: 0.4321 -2.3454 4.7161
H: 1.5782 -1.5049 5.6444
H: 2.4874 0.6049 3.3198
H: 3.3317 -0.5461 2.3450
H: 4.8506 0.3332 4.1942
H: 4.6835 -1.3985 3.9223
H: 3.0207 0.0654 7.3020
H: 2.3597 0.7163 5.8516
H: 4.0247 1.1973 6.4146
C: -2.6783 -1.1646 -3.1264
O: -2.9650 -0.0815 -2.2423
C: -3.3337 1.0929 -2.9273
C: -3.2775 2.2969 -2.0203
N: -2.6759 3.4923 -2.7570
H: -2.6931 4.2367 -2.0604
H: -1.6904 3.3476 -2.9835
C: -3.2763 3.8787 -4.1111
C: -4.7142 4.3425 -4.0099
O: -5.5160 3.2987 -3.5233
C: -6.8080 3.7679 -3.1328
H: -2.6170 -0.6890 -4.1101
H: -3.4018 -1.9807 -3.1434
H: -1.6999 -1.6265 -2.9839
H: -4.3705 1.0305 -3.2804
H: -2.6647 1.2113 -3.7873
H: -2.5967 2.0874 -1.1859
H: -4.1705 2.7152 -1.5681
H: -3.2416 3.0026 -4.7534
H: -2.6251 4.6630 -4.4903
H: -5.0530 4.5593 -5.0316
H: -4.7723 5.2913 -3.4595
H: -7.3330 4.2203 -3.9799
H: -6.7644 4.5527 -2.3703
H: -7.3896 2.9196 -2.7860
N: 0.2743 -1.4438 1.1749
S: -1.2886 -1.6929 1.0179
O: -1.7008 -2.2827 -0.2165
O: -2.1363 -0.7187 1.6255
F: -1.3816 -2.9470 2.0160
S: 0.4724 -0.2352 0.0792
O: -0.0423 1.0574 0.4051
O: 0.6041 -0.6237 -1.2772
F: 1.9950 0.0189 0.5128

Record 2
# C62H59N2P2RuS2Si

A molecular structure, C62H59N2P2RuS2Si in a non-equilibrium geometry (ωB97M-V/def2-TZVPD, the Open Molecules 2025 dataset).

Total energy, a.u.: -4370.91651
Kohn-Sham gap (spin up / spin down), eV: 6.05 / 6.04
HOMO (spin up / spin down), hartree: -0.3714 / -0.3714
F_max, Eh/bohr: 0.029
Net charge: +1

Atoms and positions in Å:
Ru: 0.2872 0.5825 -0.2731
C: -1.9129 3.3227 -1.0795
Si: -1.8812 1.4583 -0.8595
C: -3.0527 1.1512 0.5902
C: -4.4481 1.1178 0.5031
C: -5.2320 0.9111 1.6288
C: -4.6371 0.7420 2.8716
C: -3.2575 0.7764 2.9840
C: -2.4717 0.9798 1.8548
P: -0.6435 0.9520 1.9619
C: -0.2794 2.6853 2.3563
C: -1.2861 3.6291 2.5493
C: -0.9587 4.9560 2.7893
C: 0.3711 5.3541 2.8228
C: 1.3794 4.4215 2.6158
C: 1.0537 3.0981 2.3767
C: 2.0241 1.5445 -0.5122
C: 3.3425 1.1275 -0.5974
C: 4.3429 2.0884 -0.6887
C: 4.0235 3.4429 -0.7078
C: 2.6964 3.8431 -0.6661
C: 1.6908 2.8848 -0.5959
C: -2.3689 0.6143 -2.4701
C: -3.6777 0.3824 -2.8969
C: -3.9399 -0.4390 -3.9856
C: -2.8933 -1.0366 -4.6701
C: -1.5814 -0.7662 -4.3091
C: -1.3199 0.0707 -3.2317
P: 0.3618 0.4899 -2.6568
C: 0.6792 2.1014 -3.4879
C: 1.9958 2.5527 -3.6008
C: 2.2753 3.7556 -4.2251
C: 1.2448 4.5276 -4.7479
C: -0.0631 4.0790 -4.6614
C: -0.3452 2.8707 -4.0347
C: 1.5658 -0.5036 -3.5990
C: 1.6031 -0.3790 -4.9889
C: 2.4672 -1.1628 -5.7368
C: 3.3148 -2.0638 -5.1039
C: 3.3128 -2.1610 -3.7210
C: 2.4420 -1.3817 -2.9732
H: -2.8701 3.5782 -1.5475
H: -1.1173 3.7073 -1.7160
H: -1.8617 3.8267 -0.1126
H: -4.9409 1.2519 -0.4498
H: -6.3092 0.8646 1.5326
H: -5.2466 0.5671 3.7487
H: -2.7888 0.6100 3.9460
H: -2.3262 3.3324 2.5357
H: -1.7469 5.6775 2.9602
H: 0.6205 6.3924 2.9987
H: 2.4181 4.7251 2.6397
H: 1.8453 2.3730 2.2266
H: 3.6028 0.0799 -0.5857
H: 5.3767 1.7722 -0.7504
H: 4.8099 4.1832 -0.7766
H: 2.4329 4.8921 -0.7108
H: 0.6505 3.2092 -0.5972
H: -4.5112 0.8287 -2.3724
H: -4.9630 -0.6323 -4.2809
H: -3.0950 -1.7215 -5.4832
H: -0.7725 -1.2333 -4.8549
H: 2.8107 1.9517 -3.2147
H: 3.3017 4.0903 -4.3059
H: 1.4648 5.4680 -5.2366
H: -0.8688 4.6623 -5.0882
H: -1.3685 2.5204 -3.9928
H: 0.9600 0.3356 -5.4881
H: 2.4824 -1.0666 -6.8144
H: 3.9833 -2.6806 -5.6902
H: 3.9867 -2.8450 -3.2215
H: 2.4539 -1.4527 -1.8958
S: -0.4126 -1.8032 -1.1116
C: 0.9349 -2.1475 -0.1413
N: 1.4441 -1.1403 0.4854
C: 2.5585 -1.4846 1.2497
C: 3.3339 -0.6329 2.0265
C: 4.4154 -1.1596 2.7072
C: 4.7289 -2.5194 2.6171
C: 3.9718 -3.3712 1.8331
C: 2.8858 -2.8406 1.1465
S: 1.7601 -3.6521 0.0856
H: 3.0847 0.4179 2.0813
H: 5.0356 -0.5082 3.3093
H: 5.5760 -2.9109 3.1640
H: 4.2244 -4.4203 1.7496
C: 1.2863 -4.7510 3.8466
C: 0.3277 -3.7679 3.2253
C: -0.7519 -4.2028 2.4646
C: -1.6358 -3.2880 1.9167
C: -2.8148 -3.7362 1.0950
C: -1.4348 -1.9298 2.1478
C: -0.3860 -1.4597 2.9352
C: 0.5140 -2.4072 3.4262
N: -0.2791 -0.0542 3.2832
C: 0.1340 0.3117 4.7135
C: -0.3949 1.6939 5.1578
C: -0.0206 1.9995 6.6174
C: -0.5994 0.9503 7.5601
C: -0.0744 -0.4155 7.1312
C: 1.4535 -0.4417 7.2297
C: 2.0457 0.6484 6.3297
C: 1.5045 2.0175 6.7491
C: 1.6609 0.3752 4.8687
C: -0.4976 -0.7027 5.6875
H: 0.9269 -5.7731 3.7359
H: 1.4145 -4.5496 4.9114
H: 2.2737 -4.6839 3.3831
H: -0.8997 -5.2642 2.2968
H: -3.0458 -4.7849 1.2765
H: -2.6067 -3.6164 0.0282
H: -3.6995 -3.1398 1.3215
H: -2.1749 -1.2614 1.7423
H: 1.3854 -2.1037 3.9885
H: -1.4802 1.7540 5.0347
H: 0.0543 2.4797 4.5639
H: -0.4258 2.9830 6.8683
H: -1.6930 0.9622 7.5246
H: -0.2993 1.1674 8.5893
H: -0.4975 -1.1911 7.7737
H: 1.8345 -1.4235 6.9300
H: 1.7606 -0.2741 8.2655
H: 3.1357 0.6368 6.4093
H: 1.9308 2.7976 6.1100
H: 1.7897 2.2417 7.7804
H: 2.1471 -0.5361 4.5284
H: 2.0308 1.1886 4.2352
H: -1.5880 -0.6405 5.6005
H: -0.2188 -1.7255 5.4509